(1)
Molecular formula: C36H76ClN10O12
Method: DFT, ωB97M-V/def2-TZVPD

The value obtained for the molecular weight is 876.5 g mol⁻¹. Its orbital gap is 5.520 eV. The HOMO energy is -4.16 eV.

Geometry as ORCA input:
```
! wB97M-V def2-TZVPD RIJCOSX def2/J DEFGRID3
* xyz -1 1
C 1.78 7.18 -7.34
C 0.99 6.78 -6.49
N 0.09 6.07 -5.60
C -0.82 5.30 -6.50
C -0.05 4.56 -7.69
O -0.80 3.35 -7.98
C -0.65 7.09 -4.78
C 0.06 7.35 -3.35
C 1.02 8.63 -3.33
C 2.57 8.18 -3.20
Cl 3.43 8.72 -4.73
C -2.15 6.61 -4.42
O -3.13 7.18 -4.96
O -2.23 5.63 -3.53
H 2.39 7.27 -8.27
H -1.36 4.48 -5.93
H -1.59 5.97 -7.01
H -0.06 5.27 -8.59
H 0.99 4.24 -7.40
H -0.77 3.21 -8.94
H -0.72 8.10 -5.30
H -0.79 7.57 -2.61
H 0.54 6.39 -3.01
H 0.80 9.20 -2.36
H 0.88 9.33 -4.20
H 2.59 7.07 -3.05
H 3.03 8.69 -2.31
C 4.54 5.78 0.73
C 3.84 5.75 -0.60
O 2.82 6.38 -0.83
N 4.39 4.97 -1.58
C 5.59 4.16 -1.50
H 3.99 6.44 1.41
H 4.57 4.78 1.17
H 5.55 6.17 0.62
H 3.88 4.99 -2.45
H 6.29 4.50 -2.26
H 5.31 3.12 -1.72
H 6.06 4.21 -0.53
C 2.77 0.64 -1.08
C 3.99 0.78 -0.22
O 5.13 0.69 -0.67
N 3.81 1.00 1.11
C 2.55 1.14 1.83
H 3.06 0.46 -2.11
H 2.16 -0.20 -0.74
H 2.18 1.57 -1.04
H 4.67 1.08 1.63
H 2.53 2.12 2.30
H 2.51 0.37 2.60
H 1.69 1.04 1.17
C -3.83 7.09 -1.43
C -2.60 7.21 -0.58
O -1.47 7.11 -1.04
N -2.76 7.45 0.76
C -4.00 7.61 1.48
H -3.55 6.90 -2.46
H -4.44 6.25 -1.08
H -4.41 8.02 -1.39
H -1.89 7.52 1.26
H -4.01 8.59 1.95
H -4.04 6.84 2.26
H -4.87 7.51 0.84
C 3.41 -3.76 -1.84
C 2.02 -3.18 -1.82
O 1.71 -2.25 -1.08
N 1.10 -3.72 -2.66
C 1.28 -4.80 -3.60
H 4.03 -3.24 -1.11
H 3.37 -4.82 -1.56
H 3.85 -3.65 -2.83
H 0.19 -3.28 -2.60
H 1.06 -4.44 -4.61
H 0.58 -5.60 -3.35
H 2.30 -5.20 -3.58
C -0.05 -1.95 4.40
C -0.47 -1.09 3.23
O -0.73 0.10 3.36
N -0.56 -1.68 2.01
C -0.28 -3.07 1.68
H -0.02 -1.35 5.30
H -0.76 -2.77 4.54
H 0.95 -2.35 4.22
H -0.84 -1.06 1.28
H 0.51 -3.09 0.93
H -1.19 -3.50 1.25
H 0.02 -3.65 2.54
C 6.31 -6.29 0.13
C 5.22 -7.16 -0.44
O 4.62 -6.87 -1.47
N 4.91 -8.30 0.23
C 5.50 -8.81 1.45
H 6.45 -5.42 -0.51
H 6.03 -5.95 1.13
H 7.25 -6.84 0.16
H 4.17 -8.83 -0.21
H 5.91 -9.80 1.24
H 4.71 -8.90 2.20
H 6.28 -8.16 1.83
C -5.33 -5.07 1.01
C -4.10 -4.93 1.86
O -2.97 -5.03 1.41
N -4.28 -4.70 3.19
C -5.53 -4.56 3.91
H -5.04 -5.25 -0.03
H -5.94 -5.91 1.35
H -5.91 -4.14 1.04
H -3.42 -4.62 3.71
H -5.55 -3.58 4.38
H -5.57 -5.33 4.69
H -6.40 -4.66 3.26
C -0.47 -8.96 2.99
C 0.98 -9.15 2.63
O 1.63 -10.12 3.02
N 1.57 -8.21 1.84
C 0.98 -7.01 1.29
H -0.80 -9.78 3.61
H -0.60 -8.03 3.54
H -1.08 -8.94 2.08
H 2.54 -8.41 1.65
H 1.06 -7.06 0.20
H 1.53 -6.15 1.65
H -0.07 -6.91 1.56
C -7.16 -0.58 5.62
C -7.70 -1.98 5.63
O -7.66 -2.71 4.64
N -8.25 -2.44 6.78
C -8.39 -1.74 8.04
H -6.75 -0.36 4.63
H -7.95 0.13 5.84
H -6.35 -0.49 6.35
H -8.60 -3.39 6.72
H -7.86 -2.31 8.81
H -9.45 -1.69 8.30
H -7.99 -0.73 8.00
*
```

(2)
Molecular formula: C36H76N5O7
Method: DFT, ωB97M-V/def2-TZVPD

The value obtained for the molecular weight is 691.0 g mol⁻¹. Its orbital gap is 8.081 eV. The HOMO energy is -5.60 eV. As for the relative energy (zero: lowest compared OMol25 entry of this formula, charge and spin): 0.747 eV.

Geometry as ORCA input:
```
! wB97M-V def2-TZVPD RIJCOSX def2/J DEFGRID3
* xyz -1 1
N 0.55 0.17 -0.60
O 1.74 0.06 -0.74
O 0.10 1.19 -0.09
O -0.22 -0.79 -0.77
C 0.66 -7.99 -0.17
C 1.29 -6.58 -0.41
C 1.59 -6.41 -1.93
C 1.90 -5.00 -2.29
C 0.79 -4.04 -1.82
C 0.52 -4.13 -0.32
N 0.34 -5.59 -0.02
O 0.04 -5.80 1.40
C 1.66 -3.50 0.39
C -0.77 -3.46 0.12
C 2.54 -6.53 0.43
H 1.28 -8.76 -0.65
H -0.37 -7.93 -0.54
H 0.60 -8.19 0.89
H 2.45 -7.02 -2.23
H 0.64 -6.81 -2.37
H 2.14 -4.87 -3.37
H 2.85 -4.73 -1.81
H -0.19 -4.15 -2.29
H 1.10 -3.01 -1.97
H 2.63 -3.73 -0.05
H 1.48 -2.44 0.44
H 1.64 -3.89 1.40
H -1.09 -2.58 -0.43
H -1.62 -4.17 -0.06
H -0.72 -3.16 1.17
H 3.22 -7.34 0.08
H 2.30 -6.76 1.46
H 3.09 -5.58 0.34
H -0.91 -5.60 1.38
C 0.00 -1.16 5.10
C 0.12 -0.32 3.81
C -0.60 -1.00 2.67
C -2.07 -0.80 2.62
C -2.30 0.74 2.56
C -1.78 1.45 3.84
N -0.40 1.06 3.94
O 0.14 1.48 5.20
C -1.85 2.99 3.57
C -2.64 1.00 5.00
C 1.68 -0.15 3.48
H 0.37 -2.17 4.91
H -1.03 -1.37 5.39
H 0.64 -0.68 5.83
H -0.12 -0.68 1.75
H -0.31 -2.04 2.78
H -2.63 -1.23 3.45
H -2.39 -1.28 1.70
H -3.34 0.97 2.34
H -1.64 1.18 1.82
H -1.40 3.06 2.58
H -2.88 3.39 3.55
H -1.27 3.51 4.31
H -2.37 1.59 5.86
H -3.74 1.23 4.82
H -2.62 -0.08 5.21
H 1.68 0.38 2.53
H 2.07 -1.15 3.34
H 2.16 0.32 4.32
H -0.45 1.16 5.89
C 5.36 6.55 0.49
C 4.02 6.26 1.20
C 3.16 7.55 1.17
C 2.46 7.78 -0.19
C 1.70 6.57 -0.72
C 2.50 5.26 -0.70
N 3.25 5.19 0.58
O 3.99 3.98 0.66
C 1.50 4.05 -0.77
C 3.44 5.21 -1.95
C 4.26 5.80 2.66
H 5.26 7.13 -0.44
H 5.82 5.63 0.22
H 6.06 7.10 1.12
H 2.36 7.37 1.90
H 3.77 8.42 1.50
H 3.19 8.03 -0.95
H 1.75 8.63 -0.12
H 1.41 6.72 -1.77
H 0.75 6.28 -0.21
H 1.97 3.06 -0.74
H 0.85 4.13 0.13
H 0.91 4.16 -1.69
H 3.89 4.22 -2.00
H 2.81 5.40 -2.83
H 4.18 6.03 -2.02
H 4.85 6.59 3.12
H 4.81 4.85 2.70
H 3.30 5.63 3.10
H 4.59 3.94 -0.11
C -5.17 -0.17 -2.48
C -4.15 -1.36 -2.39
C -4.73 -2.40 -3.34
C -4.45 -2.06 -4.82
C -2.93 -1.84 -5.03
C -2.43 -0.67 -4.13
N -2.75 -1.02 -2.71
O -2.38 0.11 -1.93
C -0.90 -0.55 -4.19
C -2.92 0.67 -4.67
C -4.13 -1.92 -0.95
H -4.82 0.66 -1.87
H -6.16 -0.47 -2.18
H -5.11 0.20 -3.48
H -4.26 -3.38 -3.07
H -5.82 -2.52 -3.21
H -4.99 -1.18 -5.18
H -4.75 -2.91 -5.42
H -2.71 -1.59 -6.08
H -2.31 -2.71 -4.81
H -0.55 -0.51 -5.21
H -0.54 0.22 -3.52
H -0.46 -1.44 -3.72
H -2.91 1.42 -3.86
H -2.25 0.98 -5.44
H -3.94 0.76 -5.05
H -3.49 -1.24 -0.38
H -3.77 -2.93 -0.91
H -5.16 -1.81 -0.55
H -1.54 -0.11 -1.46
*
```

DFT total energy
In order: -3327.96828 -2217.49844
Unit: hartree